# 1
This record from the OMol25 dataset describes C2H23O12Rb as an isolated structure at a distorted geometry. The level of theory is the ωB97M-V functional and the def2-TZVPD basis.

Properties
2S+1   1
Energy   -27670.9183 eV

Each line ends with the Löwdin charge.
Cartesian coordinates (Å):
Rb 4.2017 4.0899 -3.2953  0.9432
C -0.1323 2.1374 -0.8974  -0.0394
C -0.3691 0.6564 -0.3063  -0.7846
O -1.1525 -0.1137 -0.8710  -0.0916
O 0.3336 0.2494 0.6539  -0.1247
H -1.0003 2.4052 -1.4999  0.0428
H 0.7673 2.0985 -1.5117  0.0364
H -0.1487 2.9678 -0.1916  0.0431
O -4.6140 -0.1643 1.9359  -0.0545
H -4.1375 -0.1788 1.1059  0.0233
H -4.3205 0.6383 2.3671  0.0294
O 1.7722 -3.5956 -0.0819  -0.0573
H 1.3445 -2.7868 0.1994  0.0188
H 1.1580 -4.2887 0.1601  0.0299
O 4.0627 -1.4514 2.1253  -0.0486
H 3.8010 -2.2968 2.4902  0.0370
H 3.2422 -0.9685 2.0260  0.0252
O 0.7822 2.7154 -5.8654  -0.0582
H -0.0753 3.0804 -6.0837  0.0354
H 0.6389 1.7696 -5.8317  0.0372
O -2.0295 -2.8012 2.7780  -0.0547
H -2.6615 -2.9649 2.0780  0.0185
H -1.4306 -2.1497 2.4131  0.0209
O -3.0760 -4.3798 -0.9722  -0.0529
H -2.6927 -3.5106 -1.0898  0.0263
H -4.0142 -4.2170 -0.8744  0.0274
O 4.5272 -0.5268 -1.2400  -0.0579
H 4.0605 -1.0464 -1.8947  0.0310
H 4.0807 -0.7218 -0.4161  0.0111
O 0.3881 5.0189 4.1439  -0.0491
H 1.2820 4.6936 4.2503  0.0247
H 0.4209 5.5562 3.3525  0.0247
O -2.7647 -1.0192 -4.7859  -0.0573
H -3.5015 -0.4154 -4.8795  0.0250
H -2.3293 -0.7432 -3.9793  0.0234
O 1.1706 0.5531 5.1631  -0.0510
H 1.6556 1.3625 5.0021  0.0197
H 0.7601 0.3481 4.3231  0.0276

# 2
This record from the OMol25 dataset describes C38H39MgN4O4PS as an isolated structure. The level of theory is the ωB97M-V functional and the def2-TZVPD basis.

Properties
2S+1   1
Energy   -79764.4656 eV

Each line ends with the Löwdin charge.
Cartesian coordinates (Å):
Mg -0.3060 -0.1831 0.3710  0.5609
O 3.2113 -1.1453 3.0421  0.0399
C 3.2602 0.0054 3.7513  -0.2612
C 4.3049 0.1714 4.6593  -0.0191
C 4.3945 1.3280 5.4106  -0.0915
C 3.4365 2.3311 5.2763  -0.1012
C 2.3950 2.1580 4.3849  -0.0444
C 2.2892 1.0068 3.6037  -0.0863
C 1.1511 0.8367 2.6584  -0.4196
O 1.2031 -0.1213 1.7610  -0.1864
N 0.1541 1.6651 2.7760  0.0707
N -0.8283 1.3284 1.8426  -0.0239
C -1.9316 1.9615 1.9783  -0.0682
C -3.1064 1.7213 1.1615  -0.1588
C -4.1931 2.5940 1.2854  -0.0769
C -5.3284 2.4619 0.5143  -0.1224
C -5.3881 1.4115 -0.4098  -0.1011
C -4.3476 0.5157 -0.5305  -0.0229
C -3.1751 0.6191 0.2589  -0.3537
O -2.2260 -0.2570 0.1441  -0.1636
H 2.4362 -1.0376 2.4486  0.0426
H 5.0290 -0.6287 4.7557  0.1146
H 5.2105 1.4461 6.1137  0.0999
H 3.5026 3.2355 5.8684  0.0955
H 1.6255 2.9125 4.2788  0.1055
H -1.9949 2.7176 2.7616  0.1253
H -4.1183 3.4099 2.0004  0.1101
H -6.1556 3.1504 0.6225  0.0906
H -6.2697 1.2935 -1.0285  0.0968
H -4.4028 -0.3050 -1.2378  0.1051
C 1.5827 -1.0928 -2.2261  -0.1864
C 0.3875 -2.0340 -2.4471  -0.1773
N -0.6821 -1.7116 -1.5092  -0.1266
C -1.5677 -2.8145 -1.1470  -0.2519
C -0.9828 -3.7065 -0.0261  -0.4202
S 0.1139 -2.8373 1.1385  0.9370
C 1.7451 -3.1649 0.3674  -0.3971
C 2.5740 -1.9665 -0.1420  -0.2365
N 1.8213 -0.9045 -0.7995  -0.0928
H 1.3592 -0.1207 -2.6612  0.0827
H 2.4593 -1.4933 -2.7465  0.1181
H 0.7021 -3.0644 -2.2684  0.1091
H 0.0647 -1.9828 -3.4922  0.1180
H -1.2354 -0.9144 -1.8183  0.0940
H -1.8044 -3.4548 -2.0061  0.1169
H -2.4895 -2.3686 -0.7893  0.0988
H -0.4255 -4.5557 -0.4204  0.0658
H -1.7966 -4.1125 0.5731  0.0723
H 1.5491 -3.8686 -0.4387  0.0566
H 2.3411 -3.6902 1.1126  0.0755
H 3.3289 -2.3847 -0.8199  0.1196
H 3.1146 -1.5285 0.6883  0.0947
H 2.2764 -0.0150 -0.6224  0.0970
O -0.2980 1.2397 -1.2187  -0.3245
P 0.3175 2.5286 -1.6877  0.8300
C 2.0426 2.6650 -1.1946  -0.2773
C 3.0761 2.3898 -2.0932  -0.0784
C 4.3881 2.3294 -1.6428  -0.0710
C 4.6697 2.5328 -0.2980  -0.0637
C 3.6450 2.7944 0.6029  -0.0494
C 2.3310 2.8589 0.1600  -0.0683
C -0.5392 4.0048 -1.1391  -0.2613
C 0.1380 5.1926 -0.8589  -0.0781
C -0.5798 6.3356 -0.5395  -0.0734
C -1.9684 6.2962 -0.5068  -0.0700
C -2.6439 5.1165 -0.7908  -0.0625
C -1.9336 3.9679 -1.1059  -0.0541
C 0.2800 2.6103 -3.4882  -0.2741
C 0.7995 3.7135 -4.1672  -0.0773
C 0.7611 3.7545 -5.5515  -0.0710
C 0.1987 2.6993 -6.2629  -0.0753
C -0.3332 1.6081 -5.5907  -0.0675
C -0.2929 1.5627 -4.2023  -0.0660
H 2.8542 2.2193 -3.1402  0.1052
H 5.1884 2.1166 -2.3404  0.1060
H 5.6940 2.4770 0.0548  0.1094
H 3.8659 2.9274 1.6541  0.1097
H 1.5291 3.0319 0.8714  0.1113
H 1.2210 5.2243 -0.8815  0.1046
H -0.0546 7.2554 -0.3115  0.1056
H -2.5255 7.1902 -0.2538  0.1057
H -3.7253 5.0806 -0.7540  0.1069
H -2.4595 3.0397 -1.3096  0.1134
H 1.2290 4.5402 -3.6092  0.1135
H 1.1632 4.6115 -6.0789  0.1070
H 0.1703 2.7340 -7.3450  0.1056
H -0.7807 0.7922 -6.1458  0.1070
H -0.7191 0.7243 -3.6613  0.0990

# 3
This record from the OMol25 dataset describes C29H36FN3O11P2SeSiW as an isolated structure at a distorted geometry. The level of theory is the ωB97M-V functional and the def2-TZVPD basis.

Properties
2S+1   1
Energy   -154005.5127 eV

Each line ends with the Löwdin charge.
Cartesian coordinates (Å):
W -0.9122 0.4850 -0.0924  1.6472
C -5.9484 4.8643 0.4751  -0.0678
O -5.3296 4.8609 1.7538  -0.0640
C -4.4041 3.9082 1.9991  -0.2593
C -3.8229 3.9499 3.2785  0.0045
C -2.8656 3.0283 3.6076  -0.0051
C -2.4571 2.0357 2.6998  -0.1505
C -1.4703 1.0221 3.0165  -0.3751
C -0.6895 1.0475 4.2946  0.0276
O -1.2303 0.0955 2.2254  -0.0799
C -3.0454 2.0179 1.4221  -0.3681
O -2.7070 1.1164 0.5219  -0.3623
C -4.0276 2.9475 1.0754  0.0783
H -6.6549 5.6885 0.4860  0.0930
H -6.4803 3.9281 0.2944  0.0969
H -5.2113 5.0225 -0.3146  0.0964
H -4.1488 4.7093 3.9748  0.1195
H -2.4283 3.0634 4.5960  0.1109
H -1.2420 1.4378 5.1452  0.0768
H 0.1689 1.7022 4.1127  0.1087
H -0.3170 0.0485 4.5057  0.0975
H -4.4341 2.8923 0.0776  0.1193
C -4.5523 -0.9914 1.5077  -0.1585
Si -3.7774 -1.3717 -0.1626  0.4735
C -4.6301 -0.3421 -1.4585  -0.1529
C -4.1671 -3.1670 -0.5907  -0.1528
N -1.9793 -1.2489 -0.2241  -0.1756
C -1.3260 -2.3443 0.4479  -0.3172
C -1.8111 -2.9000 1.6306  -0.0524
C -1.1575 -3.9400 2.2735  -0.0722
C 0.0148 -4.4627 1.7456  -0.0742
C 0.5156 -3.9415 0.5623  -0.0013
C -0.1673 -2.9187 -0.0572  -0.2431
F 0.3316 -2.4410 -1.2253  0.0526
H -5.3875 -0.3015 1.3627  0.0377
H -3.8624 -0.5243 2.2103  0.0199
H -4.9423 -1.9020 1.9678  0.0336
H -5.6576 -0.1705 -1.1209  0.0380
H -4.6733 -0.8741 -2.4126  0.0234
H -4.1537 0.6201 -1.6199  0.0045
H -4.6755 -3.2166 -1.5570  0.0239
H -4.8246 -3.6215 0.1541  0.0303
H -3.2722 -3.7887 -0.6527  0.0281
H -2.7078 -2.4910 2.0737  0.0877
H -1.5666 -4.3325 3.1951  0.1034
H 0.5364 -5.2668 2.2470  0.1038
H 1.4349 -4.2935 0.1150  0.1262
O 1.5368 2.1212 -2.6513  -0.1052
P 1.4946 0.5973 -2.2554  0.2658
O 1.9164 -0.2745 -3.3378  -0.2051
O 0.0298 0.3215 -1.7258  -0.5071
O 2.3685 0.5707 -0.9164  -0.2290
P 2.2057 -0.1581 0.5101  0.2790
O 2.6732 0.9682 1.5006  -0.0965
O 2.9081 -1.4190 0.6322  -0.1943
O 0.6321 -0.2173 0.7163  -0.4615
H 1.3857 2.6926 -1.8749  0.0251
H 2.1950 1.8029 1.3278  0.0124
C -0.3228 1.5417 -6.0860  0.0291
N -1.0454 2.0933 -4.9521  -0.0436
N -1.5071 1.2603 -3.9584  0.0768
C -1.7092 1.9911 -2.8178  -0.4085
O -2.1528 1.4673 -1.7637  -0.1729
C -1.3405 3.3234 -3.1251  0.0557
C -0.9026 3.3285 -4.4238  -0.2563
C -0.2801 4.4320 -5.2069  -0.0032
C -2.0268 -0.0403 -4.2538  -0.1854
C -3.0610 -0.1446 -5.1755  -0.0261
C -3.6136 -1.3864 -5.4420  -0.0779
C -3.1441 -2.5116 -4.7732  -0.0772
C -2.1141 -2.3910 -3.8521  -0.0492
C -1.5420 -1.1533 -3.5903  0.0027
H -0.8607 0.6830 -6.4770  0.0893
H 0.6833 1.2339 -5.7939  0.1055
H -0.2705 2.3045 -6.8575  0.0931
H -1.3559 4.1471 -2.4332  0.1152
H -0.2788 5.3406 -4.6101  0.0876
H -0.8244 4.6247 -6.1321  0.0894
H 0.7531 4.1904 -5.4619  0.0934
H -3.4342 0.7457 -5.6681  0.1217
H -4.4208 -1.4722 -6.1574  0.1043
H -3.5857 -3.4800 -4.9688  0.1056
H -1.7417 -3.2627 -3.3295  0.1132
H -0.7306 -1.0620 -2.8825  0.0723
Se -0.1247 2.6842 0.3690  0.4307

# 4
This record from the OMol25 dataset describes C30H32BF5N2O2SbSiZr as an isolated structure. The level of theory is the ωB97M-V functional and the def2-TZVPD basis.

Properties
2S+1   1
Energy   -68662.5002 eV
Total charge   +1

Each line ends with the Löwdin charge.
Cartesian coordinates (Å):
Zr -0.8838 -0.6114 -1.8986  1.6651
N -3.2572 -0.4404 -2.0820  -0.0349
C -4.0249 0.7103 -2.6654  -0.1658
C -3.1432 1.5451 -3.5948  -0.0612
C -2.0071 1.9861 -2.7178  -0.5260
O -2.1596 2.6733 -1.7470  0.1348
O -0.8158 1.3544 -2.9006  -0.2610
H -3.3627 -1.2426 -2.7013  0.1000
H -3.6782 -0.7062 -1.1921  0.0982
H -4.3541 1.3395 -1.8415  0.1277
H -4.9018 0.3406 -3.1930  0.1313
H -3.6994 2.4124 -3.9461  0.1456
H -2.7834 0.9725 -4.4496  0.1261
C 0.4713 -4.0196 0.9572  -0.1347
Si -0.4080 -3.3918 -0.5394  0.3902
C 0.8705 -3.0090 -1.8769  -0.1781
C -1.6722 -4.5767 -1.1921  -0.1521
N -1.1401 -1.7979 -0.2739  -0.2901
C -2.0023 -1.4635 0.7922  -0.3670
C -2.3805 -0.1267 0.9650  -0.1041
C -3.2340 0.2588 1.9876  -0.0646
C -3.7356 -0.6887 2.8659  -0.0726
C -3.3698 -2.0187 2.7057  -0.0576
C -2.5163 -2.4058 1.6845  -0.0322
H 1.2251 -4.7494 0.6513  0.0522
H -0.2013 -4.5178 1.6563  0.0415
H 0.9811 -3.2106 1.4818  0.0167
H 1.4885 -3.9082 -1.9560  0.0624
H 1.5751 -2.2140 -1.5946  0.0249
H 0.4958 -2.8348 -2.8867  0.0247
H -1.2276 -5.5631 -1.3440  0.0476
H -2.0634 -4.2372 -2.1537  0.0341
H -2.5096 -4.6951 -0.5018  0.0348
H -1.9549 0.6493 0.3266  0.0465
H -3.4857 1.3052 2.1035  0.1119
H -4.3996 -0.3944 3.6666  0.1108
H -3.7531 -2.7687 3.3851  0.1146
H -2.2457 -3.4485 1.5809  0.0892
F 4.1140 -3.1243 3.5905  0.0857
C 3.4722 -2.2389 2.8193  -0.2805
C 2.2997 -1.6761 3.2868  -0.0050
C 1.6296 -0.7704 2.4771  -0.1378
C 2.1435 -0.4225 1.2295  -0.3851
C 3.3293 -1.0037 0.7875  -0.1106
C 4.0020 -1.9222 1.5823  0.0086
Sb 1.0663 0.9262 -0.0061  1.5684
C 0.4330 2.3123 1.4559  -0.3871
C 1.2307 2.5713 2.5680  -0.1152
C 0.8439 3.5224 3.4996  0.0140
C -0.3405 4.2048 3.2948  -0.2713
F -0.7185 5.1205 4.1938  0.0861
C -1.1433 3.9829 2.1927  0.0106
C -0.7490 3.0277 1.2664  -0.1223
C 2.6034 2.0396 -0.9469  -0.3648
C 3.3246 1.4811 -2.0019  -0.1340
C 4.3266 2.2045 -2.6309  0.0110
C 4.5808 3.4914 -2.1966  -0.2714
F 5.5410 4.1981 -2.8035  0.0859
C 3.8746 4.0770 -1.1641  0.0116
C 2.8797 3.3417 -0.5376  -0.0984
H 1.9240 -1.9526 4.2628  0.1293
H 0.7031 -0.3331 2.8334  0.1065
H 3.7586 -0.7286 -0.1692  0.0958
H 4.9287 -2.3796 1.2629  0.1274
H 2.1616 2.0383 2.7151  0.1094
H 1.4458 3.7425 4.3707  0.1285
H -2.0506 4.5578 2.0649  0.1274
H -1.3587 2.8673 0.3847  0.0686
H 3.1082 0.4808 -2.3591  0.0907
H 4.8970 1.7918 -3.4516  0.1283
H 4.1059 5.0902 -0.8646  0.1276
H 2.3231 3.7939 0.2739  0.0953
F 0.7702 -0.1176 -3.2576  -0.2251
B 0.1235 0.9241 -4.0960  -0.0997
F -1.3202 -1.6251 -3.4884  -0.4372